C5H14O2 | the ωB97M-V functional and the def2-TZVPD basis

Cartesian coordinates (Å):
C -1.384 0.669 -1.802
C -0.954 1.247 -0.475
C 0.180 0.850 0.109
C 0.494 1.144 1.557
C 1.643 2.116 1.767
H -1.185 1.373 -2.604
H -0.773 -0.219 -1.976
H -2.410 0.361 -1.768
H -1.730 1.693 0.135
H 0.616 -0.045 -0.335
H 0.748 0.192 2.035
H -0.421 1.453 2.070
H 2.387 2.050 0.973
H 1.297 3.150 1.658
H 2.198 2.009 2.698
O -0.597 -2.499 1.029
H -0.538 -2.783 1.949
H -0.731 -1.546 1.092
O 0.448 -2.346 -2.133
H 0.068 -2.854 -1.402
H 1.261 -2.763 -2.423

Computed properties:
- Multiplicity: 1
- Structure (SMILES): C/C=C/CC.O.O
- F_max: 0.0319 Eh/bohr
- Energy relative to the best compared isomer or geometry (same formula, charge and spin): 0.866 eV



C22H33BrIN11O4Sc | the ωB97M-V functional and the def2-TZVPD basis

Cartesian coordinates (Å):
Sc -1.043 0.585 -0.645
N -2.545 2.893 0.105
N -1.824 3.834 -0.676
C -1.250 3.341 -1.854
O -0.840 4.103 -2.698
O -1.200 2.036 -1.915
H -3.445 2.691 -0.328
H -2.736 3.320 1.003
H -2.252 4.740 -0.802
C -1.690 -2.939 0.202
N -0.304 -3.260 -0.002
C 0.184 -4.531 0.496
C 1.586 -4.591 -0.092
N 1.866 -3.204 -0.474
C 2.931 -3.058 -1.465
C 0.714 -2.449 -0.415
N 0.597 -1.176 -0.656
C 1.815 -0.497 -1.113
C 1.564 0.995 -1.299
N 0.965 1.569 -0.092
C 1.748 2.064 0.828
N 1.245 2.625 1.961
C -0.114 3.089 2.094
C 2.276 3.036 2.892
C 3.562 2.781 2.108
N 3.116 2.091 0.895
C 4.089 2.026 -0.185
H -2.300 -3.751 -0.201
H -1.955 -2.032 -0.324
H -1.931 -2.837 1.264
H -0.454 -5.345 0.149
H 0.195 -4.542 1.591
H 1.627 -5.245 -0.968
H 2.328 -4.933 0.628
H 3.537 -3.959 -1.424
H 3.585 -2.218 -1.249
H 2.537 -2.964 -2.481
H 2.157 -0.889 -2.074
H 2.607 -0.631 -0.365
H 0.874 1.151 -2.137
H 2.491 1.479 -1.578
H -0.336 3.866 1.358
H -0.245 3.491 3.097
H -0.818 2.275 1.952
H 2.232 2.430 3.801
H 2.164 4.084 3.171
H 4.259 2.147 2.657
H 4.076 3.710 1.850
H 5.052 2.313 0.228
H 3.856 2.719 -0.997
H 4.200 1.018 -0.586
Br 0.564 -0.714 2.890
C -1.311 -0.441 2.901
C -2.032 -0.707 4.052
C -3.412 -0.579 3.994
C -4.004 -0.216 2.795
C -3.191 0.019 1.703
N -1.852 -0.066 1.751
C -3.778 0.331 0.332
O -4.915 0.733 0.242
O -2.934 0.123 -0.623
H -1.526 -1.009 4.956
H -4.015 -0.786 4.869
H -5.073 -0.117 2.669
I -1.126 -3.529 -5.906
C -1.222 -1.883 -4.647
C -1.351 -0.558 -5.008
N -1.338 0.145 -3.868
N -1.210 -0.638 -2.788
C -1.131 -1.877 -3.252
H -1.449 -0.103 -5.979
H -1.417 1.144 -3.724
H -1.029 -2.725 -2.593

Computed properties:
- Net charge: +1
- Multiplicity: 1
- E: -146774.5980 eV
- F_max: 0.0256 Eh/bohr



C5H8FNO | the ωB97M-V functional and the def2-TZVPD basis

Cartesian coordinates (Å):
C 2.275 -0.590 0.311
C 1.070 -1.192 -0.348
C -0.186 -0.672 -0.551
C -0.975 0.525 0.010
C -2.379 0.089 0.536
F -2.963 -0.653 -0.540
N -0.583 1.738 0.053
O 0.613 1.992 -0.663
H 3.274 -1.247 0.717
H 2.652 0.154 -0.390
H 1.638 0.022 1.145
H 1.075 -2.224 -0.899
H -0.909 -1.356 -1.133
H -2.396 -0.618 1.437
H -2.873 1.131 0.695
H 0.667 2.903 -0.381

Computed properties:
- Multiplicity: 1
- Structure (SMILES): C/C=C\C(CF)=N/O
- F_max: 0.0770 Eh/bohr
- Energy relative to the best compared isomer or geometry (same formula, charge and spin): 4.897 eV



CH2N2S2 | the ωB97M-V functional and the def2-TZVPD basis

Cartesian coordinates (Å):
C 0.074 0.024 -0.047
N 0.916 -1.127 -0.148
N -1.254 0.041 0.150
S 1.339 1.395 0.095
S 2.443 -0.383 -0.062
H -1.592 -0.783 -0.282
H -1.926 0.833 0.294

Computed properties:
- Multiplicity: 1
- F_max: 0.1183 Eh/bohr
- Energy relative to the best compared isomer or geometry (same formula, charge and spin): 0.865 eV



C14H19N3O3 | the ωB97M-V functional and the def2-TZVPD basis

Cartesian coordinates (Å):
O 0.434 1.744 3.273
C 1.081 1.134 2.437
C 1.673 -0.169 2.800
C 1.869 -0.635 4.075
C 2.372 -1.947 3.949
C 2.435 -2.195 2.612
O 2.018 -1.132 1.908
N 1.284 1.642 1.197
C 2.061 1.079 0.126
C 1.116 0.472 -0.927
N -0.057 1.315 -1.086
C -1.337 0.825 -0.880
O -2.215 1.505 -0.384
N -1.550 -0.465 -1.291
C -0.952 -1.042 -2.486
C -2.140 -1.599 -3.270
C -3.060 -2.082 -2.152
C -2.898 -0.995 -1.093
C 0.157 2.694 -0.694
C 0.506 2.803 0.798
H 1.672 -0.090 4.975
H 2.643 -2.614 4.741
H 2.746 -3.057 2.055
H 2.656 1.885 -0.318
H 2.745 0.318 0.494
H 0.799 -0.516 -0.591
H 1.652 0.371 -1.880
H -0.271 -1.858 -2.212
H -0.398 -0.288 -3.044
H -2.623 -0.800 -3.833
H -1.849 -2.391 -3.957
H -2.709 -3.041 -1.769
H -4.094 -2.191 -2.470
H -3.626 -0.187 -1.222
H -2.997 -1.377 -0.074
H -0.763 3.245 -0.890
H 0.956 3.100 -1.321
H 1.065 3.725 0.995
H -0.402 2.811 1.405

Computed properties:
- Multiplicity: 1
- Structure (SMILES): O=C(c1ccco1)N1CCN(C(=O)N2CCCC2)CC1
- F_max: 0.0253 Eh/bohr
- Energy relative to the best compared isomer or geometry (same formula, charge and spin): 0.995 eV



C9H10NOS | the ωB97M-V functional and the def2-TZVPD basis

Cartesian coordinates (Å):
C -1.648 1.514 1.070
C -0.288 1.439 1.108
C -0.460 -2.428 -0.260
C -2.375 0.985 -0.121
C 0.548 0.768 0.013
C 0.671 -1.767 -0.033
C -2.222 -0.311 -0.379
C 1.502 1.593 -0.869
C 2.018 -2.433 0.147
N 0.769 -0.462 -0.084
O -3.001 1.889 -0.897
S -2.107 -1.924 -0.166
H -2.185 2.095 1.849
H 0.189 2.041 1.998
H -0.323 -3.452 -0.099
H 0.844 2.258 -1.532
H 2.161 2.116 -0.138
H 2.087 1.052 -1.585
H 2.076 -3.175 -0.683
H 2.722 -1.527 -0.066
H 2.119 -3.052 1.119
H -3.099 2.780 -0.392

Computed properties:
- Net charge: +1
- Multiplicity: 1
- F_max: 0.0601 Eh/bohr
- Energy relative to the best compared isomer or geometry (same formula, charge and spin): 4.590 eV